58
Properties=species:S:1:pos:R:3:forces:R:3:mulliken_charge:R:1 method="wB97M-V/def2-TZVPD" relative_energy_kcal_mol=32.78 lumo_energy_ev=0.24 smiles="Cc1ccc(C(=O)/C=C/c2cn(C[C@@H](O)CN3CCOCC3)c3ccccc23)cc1" mol_weight_g_mol=404.5
O -2.910 -0.898 -2.150 0.237 -0.092 -0.209 -0.62
O -5.818 -2.628 1.728 -0.129 0.016 0.107 -0.39
O 3.564 -3.145 -1.763 -0.033 0.211 0.093 -0.61
N -1.219 1.430 -1.598 0.128 0.044 -0.043 0.28
N -4.206 -0.852 0.208 -0.015 0.085 0.098 0.35
C 0.781 0.656 -0.908 -0.679 0.244 -0.224 0.71
C -3.433 0.347 -1.767 -0.146 0.430 0.113 0.54
C -5.653 -0.889 0.044 -0.127 -0.347 0.038 -0.52
C -0.813 3.988 1.043 -0.140 0.048 -0.039 -0.77
C 7.970 0.156 1.632 0.038 -0.027 -0.038 -1.43
C -1.461 3.344 0.010 -0.145 0.047 -0.036 -0.70
C -6.161 -2.284 0.407 -0.122 0.251 -0.257 -0.74
C -2.483 1.452 -2.274 -0.625 -0.461 -0.052 -1.50
C -0.265 0.484 -1.792 0.568 -0.165 0.220 -0.66
C -0.830 2.247 -0.564 0.473 0.168 0.372 -0.04
C 1.065 2.470 0.936 -0.040 0.050 0.023 -0.34
C 2.301 -1.187 -1.527 -0.315 0.292 0.097 -0.59
C 5.316 -2.208 0.343 -0.118 0.006 -0.082 -0.69
C 4.627 -1.411 -0.567 0.338 -0.028 0.096 0.59
C 0.434 3.557 1.499 0.173 0.006 0.122 -0.80
C 6.380 -1.697 1.059 -0.009 0.041 -0.028 -0.60
C -3.613 0.396 -0.241 0.080 -0.116 -0.291 -0.83
C 6.799 -0.384 0.869 -0.055 0.031 -0.027 0.98
C 1.976 -0.119 -0.776 0.321 -0.541 -0.261 -0.24
C -4.422 -2.578 1.903 0.346 0.205 0.125 -0.73
C 3.495 -2.005 -1.332 0.102 -0.228 -0.018 -0.21
C 0.432 1.798 -0.108 -0.371 -0.020 -0.214 0.81
C -3.868 -1.189 1.583 -0.087 -0.355 0.113 -0.68
C 5.053 -0.102 -0.772 -0.067 -0.152 -0.041 -0.37
C 6.128 0.400 -0.062 0.088 0.003 0.067 -0.65
H -2.782 -1.197 1.690 -0.024 0.023 0.029 0.43
H -2.425 3.687 -0.335 -0.091 0.049 -0.018 0.29
H 2.030 2.145 1.295 0.106 -0.021 0.057 0.47
H 1.620 -1.555 -2.281 -0.065 -0.052 -0.102 0.37
H 4.557 0.517 -1.506 -0.049 0.047 -0.019 0.52
H -4.207 1.277 0.045 0.032 -0.009 0.032 0.14
H 0.907 4.091 2.310 0.050 0.034 0.065 0.40
H 7.966 1.244 1.634 0.043 0.060 0.039 0.35
H -5.733 -3.018 -0.293 -0.063 0.058 0.025 0.33
H 4.997 -3.230 0.483 -0.022 -0.090 -0.009 0.42
H 8.899 -0.180 1.173 0.092 0.025 0.029 0.29
H -4.292 -0.458 2.292 0.051 -0.023 -0.021 0.33
H -4.407 0.502 -2.262 0.134 0.063 0.063 0.37
H -2.321 1.280 -3.342 -0.038 0.129 0.083 0.38
H -5.905 -0.671 -0.994 -0.052 0.016 -0.005 0.36
H 7.959 -0.200 2.660 0.043 0.023 0.072 0.37
H -1.279 4.844 1.509 -0.051 0.065 0.023 0.39
H -3.203 -1.536 -1.480 -0.072 0.059 0.106 0.42
H -3.937 -3.319 1.250 -0.007 0.048 0.072 0.32
H -4.233 -2.835 2.946 0.059 -0.005 -0.076 0.36
H 6.453 1.416 -0.234 0.040 0.089 -0.011 0.36
H -2.949 2.428 -2.135 0.056 -0.029 -0.070 0.41
H -6.143 -0.143 0.693 0.031 -0.013 -0.065 0.32
H -0.404 -0.265 -2.546 -0.047 -0.130 -0.137 0.45
H 2.643 0.195 0.016 0.103 -0.029 0.015 0.45
H -2.628 0.478 0.225 -0.035 0.031 -0.012 0.38
H -7.250 -2.323 0.352 0.065 -0.004 -0.073 0.36
H 6.898 -2.322 1.772 0.040 -0.059 0.086 0.38